The following is a DFT calculation (the ωB97M-V functional and the def2-TZVPD basis) of a 8-piece molecular cluster, C24H48O24 overall at a distorted geometry.

Cartesian coordinates (Å):
O: 13.75 16.12 7.97
O: 17.08 13.99 14.78
O: 11.45 17.94 6.17
O: 14.78 11.94 16.10
O: 8.48 13.75 9.39
O: 9.85 11.89 9.52
O: 14.57 9.93 15.13
O: 9.64 8.19 11.18
O: 14.63 18.17 7.71
O: 11.70 8.32 12.21
O: 10.29 17.76 13.00
O: 11.00 19.43 7.77
O: 17.61 12.23 13.49
O: 10.02 17.57 7.86
O: 8.27 12.18 10.93
O: 13.04 15.55 11.72
O: 11.91 13.55 11.85
O: 11.42 7.88 10.02
O: 9.02 16.03 12.22
O: 9.95 15.88 14.11
O: 15.18 16.66 6.21
O: 12.79 11.25 15.40
O: 19.09 12.99 14.84
O: 13.22 14.31 13.58
C: 17.85 13.15 14.42
C: 7.17 13.01 11.49
C: 10.91 18.27 7.18
C: 8.98 8.70 12.35
C: 15.10 15.27 5.72
C: 14.11 18.55 9.02
C: 13.96 11.08 15.55
C: 9.81 16.65 13.03
C: 11.68 20.46 6.99
C: 11.52 12.46 12.75
C: 12.18 16.07 10.74
C: 9.71 16.28 7.43
C: 8.61 16.83 11.09
C: 10.87 16.31 15.10
C: 12.87 7.97 9.90
C: 14.47 16.87 7.36
C: 14.24 13.11 16.67
C: 10.90 12.48 8.67
C: 10.99 8.12 11.25
C: 13.67 9.06 14.34
C: 12.69 14.49 12.51
C: 16.14 12.12 13.20
C: 19.62 14.15 15.58
C: 8.84 12.68 9.85
H: 11.36 15.46 10.40
H: 7.83 17.59 11.36
H: 15.17 13.67 16.93
H: 20.11 13.69 16.44
H: 10.64 12.08 12.27
H: 14.72 19.41 9.34
H: 13.07 9.04 9.96
H: 6.56 12.21 11.90
H: 13.39 9.65 13.43
H: 20.29 14.63 14.92
H: 9.14 7.98 13.15
H: 13.42 7.52 10.78
H: 13.68 12.75 17.53
H: 7.96 8.87 11.95
H: 8.87 16.39 6.67
H: 12.40 11.80 12.97
H: 9.42 17.35 10.60
H: 9.41 9.71 12.57
H: 16.07 12.34 12.14
H: 7.65 13.58 12.29
H: 11.38 13.36 9.09
H: 13.62 13.61 15.93
H: 10.68 15.67 15.98
H: 9.52 15.63 8.31
H: 14.23 15.12 5.03
H: 6.65 13.58 10.72
H: 11.59 21.38 7.55
H: 10.45 12.77 7.72
H: 13.06 18.77 8.87
H: 18.78 14.75 15.79
H: 11.87 16.24 14.63
H: 12.76 16.22 9.72
H: 12.73 20.18 6.75
H: 14.24 8.21 14.01
H: 11.71 11.75 8.45
H: 11.12 12.81 13.75
H: 10.61 17.36 15.35
H: 11.75 17.00 11.03
H: 15.90 11.01 13.36
H: 13.02 7.57 8.92
H: 12.80 8.81 14.98
H: 15.06 14.65 6.64
H: 11.14 20.63 6.05
H: 16.08 15.13 5.28
H: 14.24 17.62 9.65
H: 15.64 12.88 13.78
H: 8.24 16.05 10.43
H: 10.62 15.82 6.92

Output
E = -74804.180 eV
Kohn-Sham gap = 0.3990 Eh
molar mass = 720.6 g mol⁻¹
LUMO = 0.4 eV
energy relative to the best compared isomer or geometry (same formula, charge and spin) = 2.568 eV
HOMO energy = -0.3832 Eh